Entry 1:
Density functional theory data (ωB97M-V/def2-TZVPD) for an isolated molecule of C5H9NO.

Calculated values
LUMO = 0.034 hartree
Orbital gap = 10.6 eV
HOMO = -9.719 eV
Energy = -325.88606 Eh
Max |F| = 3.1 eV/Å
Structure (SMILES) = C=CCCC(N)=O

Each line ends with the Löwdin charge.
Positions of all 16 atoms, in Å:
O 0.469 -2.877 0.858  0.052
N -0.614 -1.648 -0.680  0.172
C 1.208 -0.661 0.591  -0.117
C -0.651 1.212 0.354  -0.195
C 0.815 0.787 0.233  -0.212
C 0.344 -1.818 0.284  -0.564
C -1.303 1.754 -0.644  -0.019
H 1.115 0.988 -0.815  0.108
H -2.237 2.293 -0.485  0.059
H -0.841 1.215 1.427  0.112
H 2.211 -0.860 0.216  0.128
H -0.994 1.824 -1.681  0.067
H 1.175 -0.571 1.689  0.128
H -1.179 -2.377 -1.080  0.106
H 1.427 1.508 0.771  0.110
H -0.946 -0.769 -1.038  0.066


Entry 2:
Density functional theory data (ωB97M-V/def2-TZVPD) for a cluster of 2 separate species, C5H9NO in total.

Calculated values
LUMO = 0.016 hartree
Orbital gap = 10.2 eV
HOMO = -9.802 eV
Energy = -325.85788 Eh
Max |F| = 1.1 eV/Å
Structure (SMILES) = C=C(C)C#N.CO

Each line ends with the Löwdin charge.
Positions of all 16 atoms, in Å:
O -0.760 -1.624 0.400  -0.165
N 2.498 3.306 -0.569  0.145
C 1.098 1.139 -0.229  -0.346
C -2.140 -1.384 0.601  -0.144
C 0.691 0.865 1.014  0.085
C 1.894 2.330 -0.412  -0.216
C 0.777 0.380 -1.496  -0.054
H 0.115 0.981 -2.130  0.088
H 0.289 -0.572 -1.279  0.058
H -2.754 -1.968 -0.094  0.081
H -2.304 -0.321 0.405  0.084
H 0.061 0.009 1.221  0.042
H -0.543 -2.534 0.623  0.095
H 1.690 0.198 -2.074  0.086
H 0.995 1.496 1.844  0.078
H -2.454 -1.595 1.632  0.083


Entry 3:
Density functional theory data (ωB97M-V/def2-TZVPD) for a cluster of 4 separate species, C22H57N3OSi in total.

Calculated values
LUMO = 0.027 hartree
Orbital gap = 8.7 eV
HOMO = -8.004 eV
Energy = -1401.28993 Eh
Max |F| = 2.8 eV/Å
Structure (SMILES) = CCCCO[SiH3].CCN(CC)CC.CCN(CC)CC.CCN(CC)CC

Each line ends with the Löwdin charge.
Positions of all 84 atoms, in Å:
Si 1.586 -1.258 -1.461  0.618
O 0.910 -1.136 0.155  -0.398
N -3.484 -4.640 0.998  -0.189
N -0.491 1.737 5.414  -0.190
N 4.038 2.311 -5.527  -0.191
C 4.978 1.190 -5.444  -0.271
C -2.366 0.818 -2.748  -0.147
C 6.346 1.493 -6.049  -0.094
C -1.088 -3.949 0.434  -0.088
C -1.552 2.644 4.970  -0.269
C -0.479 1.518 6.863  -0.254
C 3.780 2.846 -6.866  -0.250
C -3.347 -2.520 2.424  -0.087
C 1.912 0.986 -5.016  -0.095
C -2.431 -4.514 -0.014  -0.249
C -4.103 -3.381 1.416  -0.247
C -0.183 2.719 7.754  -0.094
C 3.261 1.882 -7.927  -0.091
C -1.584 1.264 -1.368  -0.252
C 0.825 1.924 4.800  -0.249
C -1.782 2.627 3.461  -0.094
C 1.475 3.298 4.923  -0.089
C -3.157 -5.590 2.064  -0.271
C 0.046 0.043 0.319  -0.279
C -1.428 -0.091 -0.435  -0.203
C -4.353 -5.974 2.932  -0.095
C 2.851 2.140 -4.683  -0.253
H -4.068 -6.774 3.624  0.072
H 3.822 0.943 -7.954  0.069
H 2.312 3.372 4.218  0.074
H -0.934 3.049 2.914  0.064
H 4.573 0.286 -5.912  0.096
H -0.784 3.593 7.492  0.067
H 1.197 0.847 -4.196  0.047
H -0.412 2.468 8.797  0.072
H 3.357 2.342 -8.917  0.073
H 4.711 3.291 -7.241  0.102
H 7.034 0.665 -5.844  0.073
H 2.356 -0.103 -1.901  -0.074
H -1.960 1.609 3.099  0.068
H -4.021 -1.759 2.833  0.074
H -4.706 -5.132 3.534  0.063
H -1.895 1.461 -3.633  0.078
H -2.663 3.229 3.213  0.074
H -0.711 -4.434 1.338  0.074
H -0.214 0.171 1.476  0.120
H 0.228 0.715 7.105  0.112
H -2.354 -5.216 2.708  0.097
H 6.779 2.401 -5.617  0.079
H -2.803 -3.916 -0.855  0.108
H -1.363 3.675 5.290  0.097
H 1.324 1.190 -5.914  0.057
H 0.785 4.114 4.688  0.068
H -1.571 -1.096 -1.018  0.090
H -2.787 -6.518 1.610  0.117
H -3.491 1.124 -2.645  0.075
H -2.514 -1.989 1.960  0.040
H 2.204 1.653 -7.785  0.054
H -0.549 1.709 -1.700  0.096
H 0.475 -1.420 -2.433  -0.058
H 0.742 1.686 3.732  0.092
H -1.141 -2.872 0.608  0.034
H -2.301 -0.061 0.379  0.112
H -2.220 -0.321 -2.977  0.071
H -1.461 1.119 7.152  0.109
H -4.328 -2.771 0.532  0.113
H -5.184 -6.340 2.321  0.079
H 3.089 3.696 -6.794  0.115
H -2.965 -3.099 3.270  0.071
H -5.089 -3.608 1.840  0.101
H -2.496 2.339 5.437  0.118
H 0.607 1.056 0.029  0.119
H -2.251 -5.510 -0.440  0.108
H 2.387 -2.496 -1.585  -0.067
H 0.873 2.995 7.721  0.055
H 1.886 3.465 5.920  0.054
H 1.522 1.170 5.188  0.116
H -2.214 2.035 -0.710  0.120
H 2.275 3.073 -4.671  0.112
H 6.295 1.612 -7.135  0.064
H 3.190 2.009 -3.647  0.101
H 5.147 0.948 -4.387  0.117
H 2.441 0.040 -5.148  0.070
H -0.342 -4.105 -0.354  0.073


Entry 4:
Density functional theory data (ωB97M-V/def2-TZVPD) for a cluster of 17 separate species, C28H95N5O17 in total.

Calculated values
LUMO = 0.013 hartree
Orbital gap = 9.1 eV
HOMO = -8.705 eV
Energy = -2676.50491 Eh
Max |F| = 3.3 eV/Å

Each line ends with the Löwdin charge.
Positions of all 145 atoms, in Å:
O -5.100 -26.383 2.610  -0.226
O -1.126 -26.465 -3.937  -0.075
O 1.156 -22.522 0.859  -0.031
O -7.531 -17.765 4.277  -0.089
O -0.699 -21.855 -1.160  -0.067
O -0.925 -24.120 5.957  -0.010
O -0.940 -22.225 3.862  -0.050
O -3.043 -20.198 5.624  -0.229
O -2.371 -13.932 0.827  -0.199
O -3.132 -24.402 4.114  -0.069
O -8.559 -23.905 -0.544  -0.076
O -5.441 -19.958 -0.458  -0.140
O -6.001 -22.444 4.460  -0.166
O -6.044 -19.962 5.265  -0.085
O -9.069 -21.846 1.861  -0.178
O -4.734 -22.637 2.230  -0.202
O -5.899 -15.159 4.606  -0.045
N -3.784 -17.267 0.725  0.054
N -2.814 -16.623 4.906  0.058
N -2.313 -23.586 1.433  0.064
N -7.757 -18.449 1.265  0.041
N -3.499 -29.645 2.310  0.034
C -0.995 -28.466 -2.695  -0.089
C -8.157 -20.800 1.918  -0.224
C -3.476 -28.223 2.396  -0.436
C -4.461 -15.224 -0.475  -0.057
C -5.447 -19.582 -1.842  -0.294
C -3.274 -15.980 0.222  -0.393
C -2.909 -18.827 5.888  -0.195
C -8.944 -19.814 -0.383  -0.059
C -8.397 -23.256 -2.870  -0.077
C -1.656 -13.116 1.714  -0.101
C -7.905 -23.048 -1.442  -0.331
C -2.767 -15.127 1.385  -0.248
C -2.863 -17.999 4.545  -0.457
C -4.929 -27.760 2.242  -0.201
C -8.703 -19.600 1.088  -0.401
C -2.471 -27.461 1.431  -0.030
C -4.249 -20.326 -2.431  -0.064
C -4.103 -21.350 2.286  -0.061
C -6.042 -23.121 5.680  -0.281
C -2.843 -21.034 6.754  -0.103
C -1.857 -27.355 -3.142  -0.375
C -7.410 -22.813 6.366  -0.040
C -3.150 -23.993 -0.805  -0.057
C -3.198 -23.026 0.331  -0.403
C -6.490 -26.061 2.509  -0.096
C -8.701 -23.029 2.742  -0.014
C -4.585 -23.076 0.883  -0.190
C -1.894 -18.419 3.506  -0.058
H -7.833 -22.637 -3.555  0.064
H -7.782 -22.914 3.230  0.024
H -2.549 -26.434 1.684  0.032
H -5.138 -22.835 6.283  0.110
H -5.298 -18.482 -1.898  0.106
H -7.925 -22.018 -1.042  0.079
H -7.406 -21.785 6.706  0.062
H -7.793 -20.414 2.910  0.129
H -5.376 -22.733 3.726  0.077
H -5.159 -14.946 0.300  0.065
H -1.461 -27.830 1.584  0.073
H -1.251 -21.428 4.338  0.040
H -1.361 -23.877 1.275  0.079
H -4.486 -20.892 3.195  0.089
H -7.891 -18.070 2.188  0.027
H -2.938 -22.031 -0.033  0.115
H -7.998 -19.920 -0.878  0.037
H -7.041 -26.516 3.331  0.086
H -2.036 -17.836 2.628  0.028
H -2.311 -26.827 -2.297  0.094
H -6.796 -23.324 -1.411  0.117
H -6.348 -19.847 -2.369  0.093
H 1.996 -22.174 0.541  0.064
H -2.858 -24.056 3.242  -0.004
H -1.596 -24.660 5.617  -0.007
H -9.626 -19.315 1.633  0.140
H -0.111 -28.054 -2.195  0.088
H -6.269 -14.442 4.137  0.008
H -5.844 -24.151 5.384  0.105
H -4.740 -17.115 0.963  0.049
H -4.447 -21.386 -2.318  0.067
H -3.052 -21.399 2.185  0.055
H -8.237 -22.971 5.628  0.075
H -1.688 -25.697 -4.159  0.099
H -3.787 -18.389 6.389  0.121
H -4.893 -15.900 -1.263  0.075
H -3.594 -14.849 2.048  0.128
H 0.970 -22.120 1.695  0.032
H -0.170 -24.652 6.066  0.032
H -3.737 -16.182 5.082  0.074
H -1.932 -19.469 3.182  0.069
H -3.839 -18.279 4.124  0.129
H -6.447 -15.919 4.366  0.001
H -3.636 -29.899 1.328  0.086
H -3.316 -20.081 -1.873  0.079
H -2.685 -30.120 2.598  0.057
H -2.448 -16.125 -0.493  0.143
H -0.705 -22.881 4.506  -0.011
H -4.058 -20.024 -3.424  0.058
H -3.138 -27.904 3.396  0.140
H -3.045 -25.029 -0.485  0.071
H -7.593 -23.441 7.202  0.054
H -1.488 -29.146 -1.996  0.078
H -5.614 -28.388 2.877  0.137
H -9.314 -18.891 -0.791  0.073
H -9.660 -20.618 -0.615  0.094
H -3.752 -25.078 3.778  0.027
H -1.892 -15.598 1.902  0.122
H -5.186 -19.940 5.736  0.030
H -3.757 -18.074 0.071  0.073
H -8.096 -24.247 -3.148  0.061
H -6.537 -24.937 2.687  0.090
H -5.207 -27.870 1.179  0.127
H -2.823 -27.644 0.419  0.062
H -8.344 -17.581 4.815  0.081
H -0.725 -28.972 -3.585  0.064
H -6.909 -26.356 1.529  0.099
H -2.264 -12.838 2.546  0.077
H -4.911 -24.089 0.899  0.116
H -8.732 -23.924 2.119  0.068
H -7.191 -21.098 1.404  0.127
H -5.198 -22.448 0.224  0.112
H -2.096 -22.867 2.142  0.028
H -9.492 -23.147 3.517  0.092
H -4.149 -14.302 -1.030  0.082
H -6.053 -19.408 0.071  0.045
H -0.841 -13.699 2.160  0.087
H -2.077 -18.649 6.561  0.118
H -1.237 -12.236 1.232  0.091
H -4.082 -23.877 -1.313  0.063
H -2.297 -23.683 -1.429  0.077
H -0.119 -22.053 -0.393  0.000
H -0.788 -20.903 -1.204  0.029
H -9.324 -23.461 -0.190  0.066
H -2.396 -16.104 4.136  0.053
H -4.414 -20.654 1.494  0.089
H -3.673 -20.912 7.460  0.085
H -9.495 -23.214 -2.966  0.083
H -1.935 -20.836 7.370  0.098
H -7.048 -18.495 4.723  0.010
H -6.146 -20.916 4.975  0.009
H -0.860 -18.163 3.823  0.097
H -2.782 -22.108 6.372  0.098
H -8.067 -17.706 0.608  0.087
H -2.698 -27.702 -3.749  0.112


Entry 5:
Density functional theory data (ωB97M-V/def2-TZVPD) for a cluster of 2 separate species, C4H12N2S in total.

Calculated values
LUMO = -0.118 hartree
Orbital gap = 5.9 eV
HOMO = -9.073 eV
Energy = -667.15442 Eh
Max |F| = 2.0 eV/Å

Each line ends with the Löwdin charge.
Positions of all 19 atoms, in Å:
S 3.112 0.239 0.387  0.169
N 0.816 -1.148 1.140  0.014
N -1.526 -0.097 -0.128  -0.084
C -3.325 1.494 0.225  -0.105
C -2.224 1.041 -0.710  -0.317
C 0.391 -1.613 -0.207  -0.275
C -0.354 -0.494 -0.904  -0.259
H -0.234 -2.494 -0.058  0.118
H -2.698 0.726 -1.642  0.111
H -0.640 -0.699 -1.934  0.120
H 1.233 -1.911 -0.835  0.097
H 0.366 0.344 -0.985  0.093
H -3.979 0.630 0.368  0.073
H -1.156 0.218 0.773  0.101
H 1.404 -0.304 1.015  -0.173
H 1.526 -1.811 1.449  0.068
H -1.526 1.850 -0.973  0.111
H -2.980 1.751 1.227  0.069
H -3.945 2.297 -0.169  0.069


Entry 6:
Density functional theory data (ωB97M-V/def2-TZVPD) for a cluster of 2 separate species, CH4O3 in total.

Calculated values
LUMO = 0.016 hartree
Orbital gap = 10.8 eV
HOMO = -10.322 eV
Energy = -266.22658 Eh
Max |F| = 1.6 eV/Å
Structure (SMILES) = O=CO.O

Each line ends with the Löwdin charge.
Positions of all 8 atoms, in Å:
O 0.358 -0.219 -1.595  0.063
O 0.781 -0.650 1.273  -0.017
O -1.061 0.808 -0.176  0.058
C -0.581 0.480 -1.381  -0.410
H -0.604 0.295 0.519  0.068
H 1.706 -0.584 1.449  0.050
H 0.557 -1.088 2.092  0.057
H -1.155 0.958 -2.180  0.132


For each record above, in turn, the calculated relative energy (zero: lowest compared OMol25 entry of this formula, charge and spin) values are 135.2; 209.2; 209.4; 0.0; 368.8; 24.8 kJ/mol.